[1]
Here is C49H50N8P3STeY as an isolated structure at a distorted geometry from OMol25. Energies are from ωB97M-V with the def2-TZVPD basis set.

## Properties
Relative energy (zero: lowest compared OMol25 entry of this formula, charge and spin) in kcal/mol: 13.9
Net charge: +2
Frontier orbital gap in eV: 7.00
HOMO in eV: -11.506
LUMO energy in Ha: -0.166

Geometry (Å):
Y1 -0.38572 -0.16599 0.29736
C1 -0.44301 3.45585 4.01635
N1 -1.67977 3.33684 3.25134
C2 -2.78151 4.19809 3.66893
C3 -1.78050 2.43527 2.25592
N2 -0.76393 1.81137 1.73844
N3 -3.06756 2.21813 1.80162
C4 -3.49695 1.53076 0.67933
N4 -4.80016 1.73502 0.38033
N5 -2.71034 0.77769 -0.00246
H1 -0.69300 3.73628 5.03676
H2 0.22303 4.21536 3.59909
H3 0.08577 2.50299 4.06526
H4 -2.36811 5.04145 4.21383
H5 -3.48024 3.68081 4.33340
H6 -3.31728 4.60713 2.81185
H7 0.10198 2.17614 2.11920
H8 -3.79647 2.64913 2.34253
H9 -5.41695 2.27941 0.95598
H10 -5.22308 1.21539 -0.36731
H11 -3.18847 0.37110 -0.80036
N6 3.11274 -0.81887 1.41657
P1 1.68143 -0.89796 2.36519
C5 2.18632 0.25216 3.69583
C6 3.06542 1.29849 3.41433
C7 3.46167 2.17033 4.41863
C8 2.96381 2.02420 5.70451
C9 2.06014 1.00987 5.98566
C10 1.66896 0.13130 4.98702
C11 2.01953 -2.57539 3.01509
C12 1.66750 -3.64362 2.19176
C13 1.96591 -4.94261 2.56693
C14 2.61528 -5.18265 3.76917
C15 3.00312 -4.12137 4.57235
C16 2.71914 -2.81694 4.19528
C17 3.23166 -0.66981 0.06295
C18 4.47334 -0.92724 -0.53756
C19 4.61519 -0.74132 -1.89054
C20 3.52396 -0.28012 -2.62269
C21 2.34830 -0.05196 -1.95744
N7 2.16659 -0.24712 -0.63366
H12 3.93931 -1.17510 1.87556
H13 3.45914 1.42216 2.41350
H14 4.17479 2.95407 4.20001
H15 3.27883 2.70252 6.48623
H16 1.67283 0.88623 6.98853
H17 0.98548 -0.66958 5.21666
H18 1.15808 -3.44940 1.25422
H19 1.68021 -5.76994 1.93021
H20 2.82835 -6.19825 4.07546
H21 3.53180 -4.30391 5.49856
H22 3.05073 -1.99541 4.81505
H23 5.29942 -1.26819 0.07181
H24 5.56049 -0.94083 -2.37701
H25 3.59051 -0.10271 -3.68590
H26 1.49379 0.30852 -2.50277
N8 -1.02364 0.33139 -3.11633
P2 -0.72030 1.67430 -2.09123
C22 -2.03686 2.82622 -2.61563
C23 -3.27318 2.36792 -3.06319
C24 -4.23640 3.26695 -3.49674
C25 -3.98399 4.63028 -3.45968
C26 -2.77079 5.09570 -2.97085
C27 -1.80386 4.20056 -2.54362
C28 0.71029 2.54189 -2.82666
C29 1.68238 3.04039 -1.96261
C30 2.77287 3.73580 -2.46268
C31 2.89773 3.91606 -3.83238
C32 1.93036 3.42232 -4.69814
C33 0.83116 2.74305 -4.19880
P3 -1.02627 -1.21024 -2.39616
C34 -2.36487 -2.13261 -3.20325
C35 -2.46897 -3.48476 -2.86812
C36 -3.50001 -4.24968 -3.38268
C37 -4.43390 -3.67168 -4.23372
C38 -4.33491 -2.32999 -4.56750
C39 -3.31058 -1.55415 -4.04274
C40 0.41221 -2.13484 -3.04058
C41 0.78626 -2.12518 -4.38088
C42 1.86663 -2.88415 -4.79879
C43 2.58011 -3.65199 -3.88667
C44 2.21376 -3.66497 -2.54858
C45 1.13194 -2.90665 -2.13009
H27 -1.14447 0.46157 -4.11463
H28 -3.47964 1.30389 -3.08634
H29 -5.18487 2.90617 -3.87316
H30 -4.73048 5.33126 -3.80778
H31 -2.57100 6.15832 -2.93320
H32 -0.85635 4.56534 -2.16768
H33 1.57606 2.87700 -0.89453
H34 3.52742 4.12801 -1.79383
H35 3.75695 4.43939 -4.23011
H36 2.03238 3.57206 -5.76486
H37 0.06559 2.37945 -4.87489
H38 -1.73432 -3.93268 -2.20803
H39 -3.57737 -5.29670 -3.12284
H40 -5.24409 -4.26874 -4.62975
H41 -5.05878 -1.88833 -5.23941
H42 -3.24767 -0.50441 -4.30372
H43 0.22642 -1.53625 -5.09924
H44 2.15210 -2.89201 -5.84261
H45 3.41201 -4.25639 -4.22318
H46 2.76568 -4.26965 -1.84028
H47 0.82428 -2.92286 -1.08847
Te1 -1.97052 -2.54235 0.84108
C46 -1.64093 -2.86833 2.88775
C47 -1.49396 -4.04360 3.55058
C48 -1.31519 -3.87861 4.95330
C49 -1.34705 -2.58060 5.34005
S1 -1.60358 -1.53861 3.98710
H48 -1.51589 -5.00231 3.05304
H49 -1.15776 -4.70244 5.63421
H50 -1.26369 -2.16726 6.33282

Cartesian forces (eV/Å) of the 3 atoms listed first:
-0.45 1.28 0.28
0.12 -0.03 -0.01
-0.01 -0.04 0.13

Here are the Löwdin charges for atoms 1 to 6, given in e:
1. Y 0.829
2. C -0.019
3. N -0.133
4. C -0.027
5. C -0.411
6. N 0.044


[2]
Here is a 7-piece molecular cluster, C49H51F6P overall at a distorted geometry from OMol25. Energies are from ωB97M-V with the def2-TZVPD basis set.

## Properties
Frontier orbital gap in eV: 8.49
Structure (SMILES): CC[C@H](C)P(C)Cc1ccc(C)cc1.Fc1ccccc1.Fc1ccccc1.Fc1ccccc1.Fc1ccccc1.Fc1ccccc1.Fc1ccccc1
HOMO in eV: -7.697
LUMO energy in Ha: 0.029

Geometry (Å):
C1 1.73360 3.67957 1.96364
C2 1.59131 3.42560 0.46306
C3 1.95729 2.00370 0.00197
C4 2.54167 2.07690 -1.44141
P1 0.44783 0.91746 -0.17541
C5 1.05204 -0.83896 -0.26938
C6 -0.60596 0.99752 1.37081
C7 -1.95887 1.56723 0.99951
C8 -2.94834 0.73731 0.56833
C9 -4.15195 1.28029 0.20288
C10 -4.36703 2.62191 0.25288
C11 -5.66390 3.26183 -0.17723
C12 -3.36285 3.43192 0.71421
C13 -2.15547 2.91783 1.08556
H1 2.71920 3.40830 2.33932
H2 0.94545 3.24402 2.57606
H3 1.66274 4.76260 2.11756
H4 0.58419 3.65151 0.09607
H5 2.24568 4.14529 -0.03116
H6 2.71002 1.55078 0.65250
H7 1.95846 1.44937 -2.12157
H8 3.57721 1.74026 -1.48397
H9 2.45911 3.08215 -1.84969
H10 2.07079 -0.90310 -0.65017
H11 0.96195 -1.36694 0.68212
H12 0.39267 -1.34872 -0.97047
H13 -0.72378 0.01778 1.83705
H14 -0.11768 1.62863 2.11375
H15 -2.74660 -0.32513 0.52711
H16 -4.92779 0.60703 -0.14253
H17 -6.49904 2.56388 -0.19223
H18 -5.50841 3.61108 -1.20386
H19 -5.87544 4.15700 0.40499
H20 -3.54100 4.50134 0.75853
H21 -1.37621 3.58389 1.43329
F1 2.49076 -2.62853 2.88287
C14 3.18806 -3.59175 2.24727
C15 3.26177 -4.85061 2.80919
C16 3.97714 -5.83939 2.14854
C17 4.61394 -5.55618 0.94772
C18 4.53125 -4.28254 0.40125
C19 3.80878 -3.29256 1.05153
H22 2.76521 -5.04876 3.75006
H23 4.03943 -6.83275 2.57119
H24 5.17231 -6.32723 0.43953
H25 5.03000 -4.05903 -0.53310
H26 3.72558 -2.29606 0.63856
F2 5.60490 -7.86244 -1.13599
C20 6.65756 -7.56190 -1.92879
C21 6.74639 -8.14745 -3.17493
C22 7.82606 -7.83351 -3.98707
C23 8.80109 -6.95093 -3.54097
C24 8.69489 -6.37628 -2.28217
C25 7.61277 -6.67786 -1.46783
H27 5.97969 -8.83828 -3.50012
H28 7.90663 -8.27901 -4.96952
H29 9.64398 -6.71162 -4.17578
H30 9.45576 -5.69186 -1.93179
H31 7.50863 -6.23340 -0.48573
F3 4.35980 7.86083 -1.05053
C26 3.02735 7.94286 -1.22772
C27 2.19244 7.24167 -0.38188
C28 0.81920 7.32991 -0.56106
C29 0.30167 8.10764 -1.58788
C30 1.15785 8.80229 -2.43222
C31 2.53141 8.72589 -2.25094
H32 2.61623 6.63499 0.40825
H33 0.15370 6.79046 0.10033
H34 -0.76918 8.17218 -1.72963
H35 0.75547 9.40563 -3.23505
H36 3.21425 9.26602 -2.89338
F4 9.42790 -8.42477 1.99488
C32 8.30317 -8.80817 2.62895
C33 7.09063 -8.67509 1.98328
C34 5.93404 -9.07437 2.63670
C35 6.00297 -9.59015 3.92397
C36 7.23226 -9.71198 4.55785
C37 8.39406 -9.32343 3.90663
H37 7.05649 -8.26462 0.98288
H38 4.97698 -8.98304 2.13969
H39 5.09833 -9.89703 4.43263
H40 7.28736 -10.11014 5.56230
H41 9.36233 -9.41749 4.38030
F5 -6.96317 -0.20383 -1.11419
C38 -8.30772 -0.13110 -1.18577
C39 -9.06757 -0.84550 -0.28167
C40 -10.45046 -0.76307 -0.35503
C41 -11.05124 0.02088 -1.33095
C42 -10.26830 0.72849 -2.23292
C43 -8.88480 0.65809 -2.15988
H42 -8.57925 -1.45580 0.46670
H43 -11.05972 -1.31175 0.35081
H44 -12.13025 0.08027 -1.38748
H45 -10.73506 1.33734 -2.99560
H46 -8.25649 1.20866 -2.84767
F6 -8.95246 4.51508 -1.42055
C44 -8.84741 5.78251 -0.97895
C45 -9.09715 6.82421 -1.85060
C46 -8.99149 8.12912 -1.39095
C47 -8.63036 8.37788 -0.07408
C48 -8.37871 7.31898 0.78719
C49 -8.49127 6.01222 0.33592
H47 -9.37078 6.61101 -2.87565
H48 -9.19160 8.95305 -2.06294
H49 -8.54548 9.39688 0.28013
H50 -8.09342 7.50989 1.81323
H51 -8.30597 5.17516 0.99645

Cartesian forces (eV/Å) of the 3 atoms listed first:
-0.31 0.83 -0.17
0.14 -0.39 0.41
0.21 -0.13 -0.40

Here are the Löwdin charges for atoms 1 to 6, given in e:
1. C -0.104
2. C -0.295
3. C -0.524
4. C -0.138
5. P 0.989
6. C -0.279


Calculated E in order - -110577.4654; -77233.3980 eV